Record 1
DFT (ωB97M-V with the def2-TZVPD basis set) results for C6H5NO in the gas phase at a distorted geometry.

Output
E (eV): -9834.4163
F_max (hartree/bohr): 0.1026
SMILES: C#Cc1cc(C)no1
Charge: 0
E_LUMO (alpha / beta) (eV): -0.67 / -0.67
Orbital gap (alpha / beta) (eV): 7.5 / 7.5

The geometry in XYZ format:
```
13
Properties=species:S:1:pos:R:3:forces:R:3:lowdin_charge:R:1
C 3.244401 1.127129 -1.076516 -0.54 -0.09 -0.02 0.17
C 2.117274 0.737098 -0.919880 1.11 -0.85 -0.31 -0.02
C 0.891342 0.060782 -0.749631 2.51 -3.26 2.05 -0.35
C 0.345072 -0.430491 0.486823 2.04 0.96 -1.74 0.03
C -0.990064 -0.257145 0.199292 -1.09 1.58 -2.78 -0.36
C -2.195125 -0.448043 1.044044 -0.27 0.33 0.02 -0.02
N -1.107156 0.286998 -1.051815 -3.82 -3.63 0.18 0.12
O 0.124978 -0.195330 -1.788773 -0.53 4.24 2.27 0.03
H 4.241069 1.419543 -1.274482 0.21 0.26 0.05 0.04
H 0.849255 -0.820567 1.350753 0.15 0.39 0.14 0.11
H -2.377308 0.443226 1.645195 -0.02 -0.05 0.13 0.09
H -3.074230 -0.623116 0.423802 0.11 0.07 -0.01 0.08
H -2.069507 -1.300084 1.711189 0.13 0.06 0.02 0.08
```
Forces are in eV/Å.



Record 2
DFT (ωB97M-V with the def2-TZVPD basis set) results for a molecular structure, C28H38N11O3PTi.

Output
E (eV): -84568.5366
F_max (hartree/bohr): 0.0114
Multiplicity: 2
Charge: +3
E_LUMO (alpha / beta) (eV): -8.41 / -8.51
Expectation value of S²: 0.75
Orbital gap (alpha / beta) (eV): 7.0 / 6.9

The geometry in XYZ format:
```
82
Properties=species:S:1:pos:R:3:forces:R:3:lowdin_charge:R:1
Ti -1.888444 -0.224279 -0.297035 0.12 -0.57 0.08 1.10
N -3.608604 -4.161233 0.723752 0.00 -0.01 -0.01 0.17
C -3.239303 -2.899051 0.737478 -0.05 0.00 -0.04 -0.11
N -2.644229 -2.284161 -0.265806 0.04 -0.01 0.07 0.05
C -2.446728 -3.003245 -1.454774 -0.01 0.04 -0.07 -0.25
N -2.024299 -2.401351 -2.518854 -0.02 0.02 0.04 0.12
N -1.805651 -1.067547 -2.281509 -0.02 0.01 0.12 -0.09
C -1.521955 -0.333627 -3.284921 0.00 0.09 -0.05 -0.01
C -1.292226 1.079223 -3.003228 0.03 -0.02 0.06 -0.23
C -0.941389 1.981504 -3.987265 0.00 0.04 -0.03 0.04
C -0.707533 3.304608 -3.631194 0.00 -0.02 -0.04 0.01
C -0.825090 3.668035 -2.302328 -0.01 0.00 0.04 0.00
C -1.187929 2.705256 -1.371942 -0.03 0.03 -0.03 -0.08
N -1.430721 1.435171 -1.702369 -0.03 0.02 0.02 0.03
C -2.751880 -4.422182 -1.489146 -0.01 0.02 -0.03 -0.08
C -2.486946 -5.220682 -2.606661 0.01 0.01 0.01 0.02
C -2.824194 -6.556365 -2.584414 0.00 -0.01 0.00 -0.02
C -3.433492 -7.113927 -1.457012 0.00 -0.02 -0.01 -0.01
C -3.705752 -6.341996 -0.344562 0.00 0.01 0.00 0.02
C -3.357417 -4.999567 -0.375106 -0.02 -0.02 0.02 -0.16
H -4.075082 -4.545521 1.534333 0.00 0.00 0.00 0.18
H -3.439409 -2.340119 1.641549 0.01 0.01 0.01 0.15
H -1.466012 -0.741769 -4.289254 0.05 -0.02 0.01 0.16
H -0.852460 1.652182 -5.013841 0.00 0.00 0.01 0.14
H -0.437500 4.034219 -4.383027 0.00 0.00 0.00 0.13
H -0.650913 4.684688 -1.979637 0.00 -0.01 0.00 0.13
H -1.300196 2.962790 -0.328197 0.01 0.00 0.00 0.12
H -2.019477 -4.775850 -3.473424 0.00 0.00 0.00 0.13
H -2.619731 -7.178501 -3.444507 0.00 0.00 0.00 0.13
H -3.696815 -8.162920 -1.452726 0.00 0.00 0.00 0.13
H -4.179152 -6.772780 0.529024 0.00 0.00 0.00 0.13
C -4.677123 0.169184 -1.877790 -0.01 -0.06 0.04 -0.01
O -3.982550 0.340824 -0.619448 -0.03 0.05 0.04 -0.30
C -4.447589 1.510361 0.079682 0.04 0.01 -0.05 -0.13
C -3.748213 1.515658 1.406403 0.01 -0.05 0.01 -0.10
O -2.345655 1.354180 1.101290 0.10 0.29 -0.16 -0.28
C -1.449830 1.439823 2.229450 -0.04 -0.08 0.02 -0.11
C -1.555068 0.147920 3.002664 0.00 0.00 -0.02 -0.14
O -1.567240 -0.899573 2.022295 -0.02 -0.02 0.01 -0.31
C -0.757687 -2.023188 2.420638 0.01 0.01 -0.01 -0.05
H -4.381145 0.955437 -2.573464 0.00 0.00 0.00 0.11
H -4.413328 -0.808134 -2.268571 0.01 0.00 -0.01 0.09
H -5.749831 0.214754 -1.699365 -0.01 0.00 0.00 0.11
H -4.200791 2.398467 -0.507662 0.00 0.01 -0.01 0.15
H -5.528653 1.455919 0.211374 -0.01 0.00 0.01 0.16
H -3.903340 2.455163 1.936974 0.00 0.02 -0.01 0.16
H -4.084425 0.684391 2.029650 0.00 0.00 0.02 0.14
H -0.454653 1.552223 1.799517 0.01 0.02 0.00 0.13
H -1.692180 2.316157 2.830705 -0.02 0.00 0.01 0.15
H -0.695649 0.044217 3.665704 0.00 -0.01 0.01 0.15
H -2.461269 0.088616 3.608722 0.00 0.01 0.00 0.14
H 0.269031 -1.701196 2.594331 0.00 0.00 0.00 0.10
H -1.163497 -2.466415 3.330841 0.00 0.00 0.00 0.11
H -0.765342 -2.746966 1.611564 0.00 0.01 0.00 0.09
N 4.184479 -1.523240 1.159595 0.04 0.01 -0.19 0.14
C 3.282813 -1.633805 0.444267 -0.23 -0.06 0.23 -0.32
N 2.253223 -1.777583 -0.370888 0.11 -0.05 -0.13 0.13
C 1.151724 -1.197384 -0.227998 0.12 0.19 -0.03 -0.29
N 0.096955 -0.671836 -0.182396 -0.31 0.01 -0.07 0.07
C 6.184330 1.170185 0.708553 0.01 0.00 0.01 -0.10
N 5.704392 1.537712 2.124828 -0.02 -0.01 0.00 -0.06
C 6.211040 2.949032 2.448173 -0.02 0.01 -0.02 -0.10
N 5.772303 3.873976 1.462012 0.00 0.00 0.01 -0.15
C 6.243224 3.470226 0.138655 -0.01 -0.01 0.01 -0.14
N 5.753430 2.143792 -0.231463 0.00 0.01 -0.01 -0.14
C 4.306456 2.120447 -0.442681 -0.01 -0.02 0.02 -0.32
P 3.326757 2.605514 1.067007 0.09 0.09 0.05 1.00
C 4.209124 1.465314 2.238557 -0.04 0.04 -0.12 -0.30
C 4.327646 4.118473 1.489736 0.04 -0.01 -0.02 -0.32
H 5.786470 0.180237 0.495130 0.00 0.00 -0.01 0.11
H 7.272400 1.138540 0.763041 0.00 0.01 0.00 0.15
H 6.114450 0.866655 2.776796 0.00 0.01 0.01 0.19
H 7.298980 2.887678 2.463468 0.01 0.00 0.00 0.15
H 5.839440 3.207583 3.438855 -0.01 0.00 0.00 0.15
H 7.333592 3.453820 0.141629 0.00 0.00 0.00 0.14
H 5.910862 4.198347 -0.598865 0.00 0.00 0.00 0.14
H 4.009033 1.117842 -0.758315 0.00 0.00 -0.01 0.08
H 4.056272 2.801344 -1.258207 0.01 0.01 0.00 0.09
H 3.908425 0.447596 1.997155 0.12 -0.04 0.19 0.03
H 3.943790 1.694669 3.270985 -0.01 0.00 0.00 0.10
H 4.039452 4.478488 2.479401 0.00 0.00 0.00 0.09
H 4.095483 4.917565 0.784099 0.00 0.00 0.00 0.10
```
Forces are in eV/Å.



Record 3
DFT (ωB97M-V with the def2-TZVPD basis set) results for 10 unconnected molecules or ions with the total composition C40H56F21NO16 at a distorted geometry.

Output
E (eV): -133704.6144
F_max (hartree/bohr): 0.0676
SMILES: CCOC(=O)C(F)(F)F.CCOC(=O)C(F)(F)F.CCOC(=O)C(F)(F)F.CCOC(=O)C(F)(F)F.CCOC(=O)C(F)(F)F.CCOC(=O)C(F)(F)F.CCOC(=O)C(F)(F)F.c1cc[nH]c1.C1CCOC1.C1CCOC1
Charge: 0
E_LUMO (eV): 0.19
Orbital gap (eV): 8.8

The geometry in XYZ format:
```
134
Properties=species:S:1:pos:R:3:forces:R:3:lowdin_charge:R:1
C -0.170435 -2.581406 28.650239 0.52 0.90 0.51 -0.05
C 0.171432 -3.587004 29.687535 1.20 -0.41 1.27 -0.18
O -1.027242 -4.232925 30.159294 -0.80 -0.86 -1.72 0.03
C -1.502497 -3.910457 31.307270 -0.40 -0.18 1.37 -0.42
O -0.959685 -3.184074 32.083477 -0.53 0.45 0.79 0.16
C -2.847150 -4.679391 31.682938 0.88 -0.61 -0.50 -0.54
F -3.236730 -5.603680 30.797543 0.33 0.05 -0.64 0.15
F -2.641754 -5.363536 32.812487 -0.09 0.61 0.36 0.17
F -3.860639 -3.839266 31.795068 -0.13 0.54 0.53 0.18
H -0.733719 -3.050955 27.900635 -0.38 -0.81 -1.54 0.05
H 0.726704 -2.068222 28.263645 -0.46 -0.29 0.10 0.08
H -0.876568 -1.876478 29.043883 -0.09 0.82 0.49 0.08
H 0.715244 -3.176582 30.587691 -0.47 -0.43 -1.17 0.15
H 0.692997 -4.438227 29.251021 0.43 0.25 0.10 0.13
C 2.012811 -0.812649 23.466022 -1.53 -2.57 -1.77 -0.06
C 1.875019 -1.346168 24.858337 -0.44 -1.65 -0.28 -0.19
O 3.097433 -2.142384 25.053258 -0.61 0.19 -1.83 0.05
C 3.509414 -2.361181 26.237093 -0.15 0.78 2.27 -0.43
O 3.019792 -1.936489 27.261323 0.42 -0.37 -0.47 0.14
C 4.722282 -3.297462 26.287183 1.60 -0.96 0.21 -0.50
F 4.612081 -4.013134 27.397314 -0.42 -0.68 0.12 0.16
F 4.757039 -4.133429 25.215331 -0.01 0.69 0.76 0.15
F 5.957049 -2.727213 26.415290 -1.18 0.34 -0.82 0.14
H 2.196503 -1.725323 22.762995 -0.06 1.47 1.19 0.11
H 2.896431 -0.189722 23.409511 -0.40 0.66 -0.34 0.08
H 0.983103 -0.490639 23.102217 1.62 0.57 0.49 0.10
H 0.987020 -2.022837 25.031210 1.18 0.60 -0.37 0.13
H 1.831421 -0.591848 25.594899 0.10 0.89 0.88 0.10
C -4.813468 1.751539 27.159093 -0.25 1.32 1.70 -0.06
C -4.144200 2.896379 26.409806 -0.98 -0.48 0.96 -0.17
O -2.794839 2.593926 26.075549 0.54 0.28 0.14 0.03
C -1.880399 3.230927 26.782018 1.44 -0.55 0.04 -0.41
O -1.961784 3.969331 27.712048 -0.74 0.33 0.16 0.18
C -0.472665 2.793120 26.311439 0.83 -0.15 -1.53 -0.46
F -0.518718 2.500378 24.962965 0.25 -0.14 1.32 0.11
F 0.480575 3.744635 26.437074 -1.05 -0.77 0.31 0.15
F -0.074639 1.691799 26.998639 -0.27 0.77 -0.64 0.15
H -5.883806 2.025223 27.240326 0.47 -0.47 -0.19 0.08
H -4.474072 1.621485 28.202925 0.11 0.46 -0.33 0.10
H -4.653703 0.802184 26.738687 -0.13 -1.06 -1.06 0.03
H -4.145491 3.787240 27.063007 -0.26 -0.16 -0.79 0.13
H -4.672992 2.968436 25.464609 0.08 0.68 -0.11 0.12
C -6.091758 -0.500682 22.557789 2.48 -1.12 -0.17 -0.02
C -5.022382 -1.632480 22.310907 -1.26 0.65 -1.47 -0.14
O -4.215673 -1.807295 23.532769 0.55 1.16 -2.13 0.03
C -2.983124 -1.263692 23.424563 -0.71 -1.00 1.13 -0.37
O -2.336994 -0.845651 22.516664 -0.59 0.12 -0.35 0.17
C -2.407684 -1.420368 24.825452 2.35 0.14 0.76 -0.53
F -2.880265 -0.584628 25.739749 -0.65 0.13 -0.08 0.19
F -2.565093 -2.667508 25.242277 -0.51 -0.69 0.30 0.17
F -1.058436 -1.242764 24.837492 -0.49 0.36 -0.49 0.12
H -5.493230 0.340005 22.831766 0.21 1.06 0.24 0.05
H -6.696011 -0.735009 23.425102 -0.65 -0.18 -0.35 0.05
H -6.521149 -0.265139 21.590769 -0.70 -0.13 0.18 0.07
H -4.397818 -1.368470 21.356700 -0.97 -0.64 2.28 0.12
H -5.602706 -2.557756 22.134570 0.82 0.14 0.22 0.11
C -1.351289 -2.356281 18.576574 -0.74 2.51 0.05 -0.02
C -2.664575 -1.701535 19.229303 1.35 -2.43 -0.02 -0.16
O -3.711349 -2.019990 18.294764 -0.04 -0.22 -0.60 0.04
C -4.888142 -1.517284 18.496847 -1.60 -0.86 0.03 -0.37
O -5.245140 -0.772503 19.372365 0.11 0.05 -0.07 0.12
C -5.910479 -2.075300 17.393935 1.90 -1.11 2.23 -0.53
F -5.694882 -1.335308 16.362317 -0.48 1.06 -2.06 0.22
F -5.549208 -3.361037 17.078134 -0.93 0.87 0.28 0.13
F -7.185066 -2.026462 17.788291 0.64 -0.07 -0.36 0.17
H -1.285354 -1.848829 17.566583 0.59 -0.45 1.18 0.09
H -1.455470 -3.407724 18.362453 -0.41 -0.35 0.33 0.06
H -0.455733 -2.201023 19.249196 -0.97 0.05 -0.97 0.09
H -2.702456 -0.642429 19.394759 0.62 0.41 -0.08 0.08
H -2.892628 -2.260611 20.148921 0.04 0.37 -0.18 0.09
C -3.782775 -3.898632 27.760993 0.78 0.92 0.48 -0.05
C -4.883704 -3.932933 26.740915 1.39 -0.64 -0.71 -0.24
O -5.657621 -2.763551 26.877435 -1.61 0.21 -1.58 0.05
C -6.630091 -2.661972 25.942521 -1.26 0.95 1.85 -0.36
O -6.965007 -3.347310 25.022633 0.96 -0.19 0.18 0.17
C -7.532943 -1.450970 26.396417 0.37 -0.93 1.45 -0.55
F -8.452394 -1.153412 25.523167 -1.24 -0.43 -0.69 0.19
F -8.111180 -1.691555 27.638907 0.46 -0.04 -1.67 0.13
F -6.801740 -0.379678 26.527943 1.12 1.25 0.43 0.17
H -3.180001 -2.951190 27.682421 -0.86 -0.68 0.06 0.08
H -3.041958 -4.668445 27.545259 -0.24 -0.32 0.22 0.09
H -4.162402 -3.976538 28.798850 0.25 -0.11 -0.61 0.08
H -5.493276 -4.815851 26.761481 -0.62 -0.43 0.65 0.13
H -4.495686 -3.975159 25.725629 0.32 0.29 -0.10 0.10
C -2.946186 2.372949 22.186980 -0.84 -0.62 -1.46 -0.04
C -2.932380 1.887466 20.699595 1.01 0.23 2.13 -0.17
O -4.249509 2.124061 20.184266 0.17 -0.58 -0.27 0.02
C -4.405220 1.819350 18.898759 0.99 0.39 0.41 -0.39
O -3.514227 1.411721 18.194847 -1.41 0.20 -0.05 0.15
C -5.866418 2.236382 18.548259 0.13 -1.37 -1.68 -0.53
F -6.137675 1.898497 17.242634 0.28 0.58 1.28 0.13
F -6.744689 1.590654 19.309848 -0.05 0.13 0.11 0.16
F -6.033983 3.536353 18.718433 -0.01 0.26 -0.16 0.19
H -3.169092 3.399701 22.395101 0.02 0.85 -0.55 0.07
H -1.972808 2.159241 22.553541 0.70 -0.38 0.80 0.06
H -3.751268 1.844615 22.694867 0.30 -0.42 0.27 0.06
H -2.623191 0.796840 20.798057 -0.84 1.27 -0.73 0.11
H -2.170539 2.436873 20.114989 -0.54 -0.34 0.08 0.14
C -8.516397 -3.935318 19.895438 0.00 0.46 2.25 -0.10
C -8.730005 -5.107743 20.667744 0.47 0.19 -0.97 -0.12
C -8.813075 -4.781185 21.973100 0.02 0.49 1.19 -0.15
N -8.677051 -3.407467 22.058807 0.20 -0.52 -0.33 0.02
C -8.452436 -2.888212 20.773528 -0.59 -0.71 1.67 -0.12
H -8.392727 -3.842849 18.877065 0.21 -0.05 -1.91 0.06
H -8.630201 -6.059230 20.238674 -0.33 -1.26 -0.21 0.08
H -8.901105 -5.409149 22.876559 -0.02 0.57 -0.74 0.12
H -8.718567 -2.945987 22.959685 0.18 0.25 -0.54 0.13
H -8.304381 -1.841017 20.674454 0.04 0.54 -0.33 0.09
C -4.977092 -5.956825 21.941313 -1.64 -1.49 0.28 -0.18
C -3.766342 -5.900481 22.784330 2.76 -0.66 0.76 -0.17
C -2.723809 -5.245764 21.889019 0.44 1.80 -0.37 -0.17
O -3.499616 -4.364965 21.041973 0.33 -0.08 0.87 -0.19
C -4.713233 -5.063186 20.774023 1.07 -0.07 -2.70 -0.19
H -5.822125 -5.637600 22.514671 -0.68 0.47 0.24 0.09
H -5.239489 -7.003171 21.682039 0.32 0.60 -0.26 0.13
H -3.353638 -6.873800 23.062261 -0.35 -0.16 0.05 0.12
H -3.823094 -5.353388 23.719072 -0.47 0.32 0.02 0.10
H -2.129928 -5.941876 21.268894 -0.36 0.03 0.20 0.12
H -2.020189 -4.544236 22.396472 -0.32 -0.80 -0.10 0.13
H -4.413700 -5.662091 19.815271 -1.41 0.82 1.33 0.16
H -5.491212 -4.293299 20.612658 0.24 -0.65 -0.32 0.11
C -9.363441 3.359475 23.280596 1.05 -0.33 0.44 -0.11
C -9.254514 2.512767 24.608255 1.21 -0.18 -2.18 -0.11
C -7.775868 2.088676 24.598312 -0.14 2.07 0.14 -0.19
O -7.065138 2.986588 23.729553 -0.14 0.08 0.45 -0.16
C -7.937199 3.304278 22.647630 -0.36 0.20 1.15 -0.18
H -9.610044 4.403035 23.453967 -0.24 -0.05 0.21 0.10
H -10.078025 2.913782 22.628098 -0.65 -0.11 -0.58 0.09
H -9.889868 1.641958 24.637255 -0.34 -0.22 -0.24 0.10
H -9.456499 3.078280 25.457255 -0.41 1.16 1.41 0.08
H -7.645760 1.108486 24.267106 0.14 -1.76 -0.63 0.06
H -7.329655 2.200696 25.569553 0.26 -0.10 0.45 0.09
H -7.817017 2.534193 21.919640 -0.27 -0.72 -0.83 0.09
H -7.614114 4.243492 22.194057 -0.05 -0.02 0.19 0.12
```
Forces are in eV/Å.



Record 4
DFT (ωB97M-V with the def2-TZVPD basis set) results for a gas-phase ion, C9H12NO2S (charge +1) at a distorted geometry.

Output
E (eV): -25939.1832
F_max (hartree/bohr): 0.0450
SMILES: C=[N+]=[S@](C)(=O)Oc1cccc(C)c1
Charge: +1
E_LUMO (eV): -4.22
Orbital gap (eV): 8.4

The geometry in XYZ format:
```
25
Properties=species:S:1:pos:R:3:forces:R:3:lowdin_charge:R:1
C -0.481644 -0.148266 -3.328704 0.13 1.07 -0.20 0.03
N -1.031814 -0.946710 -2.529927 -1.04 -1.26 1.63 -0.08
S -1.869522 -0.287334 -1.200668 0.49 0.22 -0.47 0.84
C -3.484598 -1.036685 -1.162404 0.53 -0.07 -0.11 -0.07
O -1.861498 1.131921 -1.216557 -0.22 0.25 0.11 -0.23
O -1.272192 -0.919693 0.077179 -0.79 -0.38 -0.26 -0.18
C 0.004771 -0.597402 0.635235 1.36 0.16 -0.57 -0.25
C 1.020297 -1.517201 0.425059 -0.44 -0.03 -0.03 -0.01
C 2.292198 -1.209636 0.878111 -0.07 0.05 0.01 -0.04
C 2.533168 0.002430 1.499373 -0.16 0.01 -0.01 -0.02
C 1.510743 0.927172 1.694484 -0.07 -0.22 -0.18 -0.25
C 1.790451 2.233810 2.359010 0.03 0.05 0.14 -0.03
C 0.227892 0.620507 1.243098 -0.24 -0.02 0.02 0.03
H -0.527448 0.935085 -3.208369 0.04 0.03 -0.02 0.10
H 0.049542 -0.558499 -4.178003 0.06 -0.14 -0.06 0.11
H -4.118924 -0.575968 -1.911889 0.16 0.17 -0.20 0.09
H -3.362196 -2.097371 -1.346458 0.04 -0.17 -0.04 0.09
H -3.894182 -0.865869 -0.170529 0.15 0.12 0.12 0.10
H 0.813834 -2.446228 -0.081720 -0.03 -0.12 -0.06 0.12
H 3.097342 -1.909580 0.719158 0.05 -0.08 0.01 0.12
H 3.530938 0.246503 1.829649 0.12 0.02 0.05 0.12
H 2.728801 2.651311 2.000949 0.02 0.08 -0.01 0.09
H 0.991505 2.946377 2.179173 -0.03 0.11 0.02 0.08
H 1.885648 2.087610 3.434504 -0.01 0.07 0.08 0.10
H -0.573114 1.333715 1.360244 -0.12 0.07 0.01 0.13
```
Forces are in eV/Å.



Q: What is the charge in the second record?
A: +3